This record from the OMol25 dataset describes a molecular structure, C31H31CrO3Si at a distorted geometry. The level of theory is ωB97M-V/def2-TZVPD.

Results
- LUMO (alpha / beta) (eV) = -5.68 / -9.36
- gap between HOMO and LUMO (alpha / beta) (eV) = 6.49 / 4.51

```
! wB97M-V def2-TZVPD RIJCOSX def2/J DEFGRID3
* xyz 2 4
Cr 0.87341 -5.88753 5.21852
Si -2.08280 -0.82307 0.08086
O 1.44695 -8.89754 4.87957
O 2.72623 -5.73535 2.81365
O -0.97382 -5.85874 2.79319
C 1.20585 1.43302 3.02650
C 1.80195 0.22451 3.38694
C 0.18921 -6.01641 7.29212
C -0.62774 -5.12723 6.59318
C -2.63151 -1.91383 -1.33316
C 0.97519 -3.12025 -0.33612
C 2.86291 0.10750 1.21605
C 1.98258 -3.08623 4.77682
C 1.59022 2.07058 1.83980
C -2.72901 -1.37430 1.72780
C 5.14154 -3.34784 3.08415
C 2.13459 -4.78348 6.55069
C 6.55517 -2.14420 1.01635
C 6.38706 -3.85011 2.71674
C 5.37138 -1.56310 1.47800
C 2.11294 -5.79243 3.80681
C 3.26714 -1.73248 2.90927
C 2.35271 1.36740 0.90257
C 1.33075 -3.89135 5.80207
C -2.46020 0.99320 -0.24396
C 7.11379 -3.24389 1.68532
C 2.67137 -0.46257 2.49703
C 2.63198 -2.44274 3.95333
C -0.07120 -4.08330 5.84008
C -0.31288 -5.89984 3.75790
C 0.38061 -2.26904 0.54112
C 4.56950 -2.20474 2.45272
C 1.16073 -7.78964 5.09609
C -0.17805 -0.93744 0.13950
C 1.58090 -5.83629 7.26981
C 0.27668 -2.70489 1.97328
H 3.21437 -4.63795 6.51114
H 0.19043 -0.64786 -0.85877
H 4.60136 -3.82077 3.90628
H 1.60398 -0.19541 4.37611
H 2.24111 -6.52942 7.78925
H -0.70589 -3.40708 5.26538
H 5.09148 -0.58630 1.09550
H -3.53179 1.21369 -0.11582
H -1.88751 1.62334 0.45591
H -2.17140 1.26106 -1.27317
H 1.44649 -4.02554 0.03831
H 7.06992 -1.71381 0.15628
H -1.70882 -5.27008 6.61081
H -2.36855 -1.44863 -2.29459
H -3.81626 -1.26344 1.78912
H -0.44623 -3.52741 2.10255
H -2.11903 -2.88533 -1.27128
H -3.71712 -2.08974 -1.32226
H 2.56789 1.79545 -0.07629
H 0.48587 1.89783 3.70678
H 0.03972 -1.87513 2.65292
H -2.28866 -0.78172 2.53771
H 0.12837 -0.15775 0.85221
H -0.25072 -6.86377 7.82911
H 3.36729 -0.46515 0.43315
H 6.77363 -4.70531 3.27054
H 8.09009 -3.64990 1.40914
H 1.23169 -3.11291 2.31992
H 0.98173 -2.93759 -1.41188
H -2.49099 -2.42636 1.90865
H 1.25697 3.09134 1.63386
*
```

***

This record from the OMol25 dataset describes a molecular structure, C31H31F5GeN3O2ReS. The level of theory is ωB97M-V/def2-TZVPD.

Results
- LUMO (alpha / beta) (eV) = -7.94 / -8.99
- relative energy (zero: lowest compared OMol25 entry of this formula, charge and spin) (eV) = 0.507
- gap between HOMO and LUMO (alpha / beta) (eV) = 6.17 / 5.11

```
! wB97M-V def2-TZVPD RIJCOSX def2/J DEFGRID3
* xyz 2 1
Re 0.18728 1.93676 0.32601
Ge 0.19291 -1.79736 0.01825
S -2.01577 2.41107 -0.34674
F -5.70962 -1.41181 -2.70240
F -4.44234 -2.09281 -0.42294
F -2.70106 -0.36526 0.69789
F -5.29452 0.98207 -3.86784
F -3.55889 2.72952 -2.75252
O -0.16723 4.02727 0.67803
O 1.72128 5.02165 1.28609
N 2.23187 2.44699 0.66074
N 0.35861 1.85187 2.49024
N 0.92243 2.37806 -1.68098
C -0.48337 -2.39451 1.73309
C 0.50228 5.06788 1.10946
C -3.76213 1.55379 -2.18233
C 3.06761 2.42352 -0.55892
C 2.23133 3.10698 -1.62084
C 3.56879 -4.22138 -0.58438
C -1.09776 -1.16138 -2.52090
C 2.74006 1.77265 1.87745
C -3.03348 1.21044 -1.02060
C -0.95987 -1.51001 2.70009
C -1.84842 -1.41809 -3.65881
C -4.65080 0.67219 -2.76002
C -3.29720 -0.04424 -0.44097
C 1.75645 2.13830 2.97701
C 2.27284 -3.76144 -0.40999
C 2.01133 -2.39707 -0.29137
C 4.62622 -3.32587 -0.64188
C -4.86808 -0.56849 -2.15892
C -1.40735 -1.96602 3.93000
C -4.20122 -0.92350 -0.98678
C -1.39029 -3.32526 4.20767
C -2.29354 -3.63234 -2.84328
C 3.08261 -1.51422 -0.36279
C -2.45493 -2.65603 -3.81588
C -0.92589 -4.21920 3.25606
C 0.25302 0.20725 0.12843
C 4.38172 -1.96521 -0.53968
C -1.52944 -3.37444 -1.71483
C -0.91939 -2.13375 -1.53772
C -0.47035 -3.75704 2.02967
C -0.29567 6.31110 1.33861
H 2.89460 -0.45154 -0.30013
H 0.25042 2.93419 -2.20786
H -1.32460 6.07933 1.60097
H -1.74365 -3.68688 5.16308
H 4.00750 2.95436 -0.39371
H -0.91482 -5.27920 3.46880
H 3.75436 -5.28221 -0.67824
H 5.20369 -1.26361 -0.59836
H -1.03985 -0.45275 2.47264
H -0.27918 2.55100 2.87344
H 5.63623 -3.68791 -0.77317
H 2.71921 3.10215 -2.59526
H 2.77218 0.69268 1.71524
H 3.29383 1.39469 -0.83593
H -1.78151 -1.26988 4.66808
H -0.09142 -4.47500 1.31296
H 2.02017 4.13921 -1.33967
H 1.81470 3.20222 3.20367
H 0.18012 6.91974 2.10301
H 1.95263 1.57853 3.88980
H 3.74549 2.12334 2.11973
H -0.30642 6.88522 0.41040
H -1.95438 -0.66307 -4.42726
H -1.41558 -4.15526 -0.97249
H 1.05261 1.50893 -2.19573
H -0.62856 -0.18685 -2.41009
H -3.04201 -2.86448 -4.70020
H -2.76171 -4.59895 -2.96602
H 1.46524 -4.48245 -0.39001
H 2.13534 3.47569 0.91639
H 0.05535 0.94610 2.84547
*
```

***

This record from the OMol25 dataset describes a molecular structure, C31H31FN10O7PbS2 at a distorted geometry. The level of theory is ωB97M-V/def2-TZVPD.

Results
- LUMO (eV) = -3.32
- relative energy (zero: lowest compared OMol25 entry of this formula, charge and spin) (eV) = 1.133
- gap between HOMO and LUMO (eV) = 4.16

```
! wB97M-V def2-TZVPD RIJCOSX def2/J DEFGRID3
* xyz 0 1
Pb 1.15879 0.98856 1.44572
S 1.57643 1.49687 -2.45002
S -4.77141 -4.43132 -4.05215
F -3.42432 -2.84222 4.37189
O 2.12658 0.72101 3.55760
O 2.70488 2.14788 -3.04226
O -5.87767 -5.15806 -3.46273
O 2.43977 -0.46080 5.44438
O 0.36372 2.25205 -2.26922
O -4.77591 -4.33170 -5.49765
O -3.46941 -4.73795 -3.48025
N -6.18008 -2.05030 -3.91983
N -4.14858 -2.18434 -2.71875
N 3.25385 0.16736 0.72251
N 1.97539 1.02302 -0.90565
N 2.16649 3.26510 1.65616
N -0.86667 0.17482 -0.01894
N 1.06291 -1.45688 2.23911
N 0.07643 -3.74906 -4.67674
N 3.49072 5.20515 2.41887
N 4.13090 0.13466 -1.47493
C -1.19419 -1.09939 -0.24974
C -2.83182 -1.71469 4.03030
C 1.16722 0.03176 -3.33338
C 3.14698 0.44499 -0.60613
C -3.15071 -0.48457 -1.45730
C 3.68518 6.36174 1.54123
C -3.21500 -1.09206 2.84774
C -0.82415 1.75989 2.90594
C 5.44628 -0.62599 0.38825
C -1.53162 0.59988 3.28535
C -5.37360 -0.16693 -2.68180
C 4.38430 -0.34345 1.20914
C 1.77712 -2.04890 -4.36175
C -0.17362 -0.34443 -3.38394
C 2.08257 -0.34499 4.28199
C -0.54189 -1.57682 -3.87581
C 0.43542 -2.47389 -4.32877
C 5.24169 -0.37445 -0.97158
C -5.08397 -2.70560 -3.51050
C 3.71976 5.35947 3.85994
C -2.81762 0.84516 -1.21803
C -2.31143 -1.47477 -0.95185
C 2.14436 -0.81238 -3.86212
C -6.30152 -0.79535 -3.50723
C -1.66233 1.12810 -0.50932
C -1.85484 -1.19920 4.87563
C 2.77680 4.18557 2.00346
C 1.49838 -1.61759 3.63676
C -2.58070 0.07415 2.49367
C -4.29142 -0.93175 -2.29936
C -1.19934 -0.05448 4.49488
H 0.65458 -1.89662 4.25620
H -1.34825 2.15508 -0.35287
H 1.69942 -1.91881 1.59906
H -3.99836 -1.52568 2.23941
H -1.20973 2.40449 2.12274
H 2.88790 7.09586 1.66664
H -3.41027 1.65645 -1.62215
H 0.13834 -1.84687 2.09753
H -0.49929 -1.85308 0.10831
H 3.74565 4.38077 4.33131
H -0.91525 0.36575 -3.05061
H -1.62718 -1.70732 5.80431
H 3.71018 6.03640 0.50513
H 6.01500 -0.60423 -1.69992
H 2.93673 5.96123 4.32454
H -1.58673 -1.87537 -3.90735
H -2.89275 0.60445 1.60257
H 4.63622 6.82612 1.78918
H 4.67873 5.85002 4.00777
H -2.54077 -2.51544 -1.14623
H -5.51569 0.85645 -2.35584
H -0.90172 -3.96338 -4.81090
H 6.37299 -1.02495 0.77247
H -0.41801 0.35911 5.12604
H -7.17787 -0.25906 -3.85822
H 0.73730 -4.32525 -5.16295
H -0.11755 2.19654 3.60690
H 4.40626 -0.52723 2.27940
H 3.17627 -0.48509 -3.87073
H 2.52924 -2.71115 -4.77833
H 2.25552 -2.39209 3.74381
*
```